[1]
Entry from the OMol25 dataset: a cluster of 3 separate species, C30H49F14N4O8S3 in total in a non-equilibrium geometry (ωB97M-V with the def2-TZVPD basis set).

- LUMO level (eV) = -2.5
- calculated total energy (eV) = -124787.6332
- gap between HOMO and LUMO (eV) = 8.419
- highest occupied orbital energy (eV) = -10.94

Geometry as ORCA input:
```
! RIJCOSX wB97M-V def2-TZVPD def2/J DEFGRID3
* xyz 1 1
C 4.71 1.78 -0.01
C 3.44 1.21 -0.61
O 2.83 2.20 -1.46
C 3.69 -0.09 -1.39
N 3.10 -1.25 -0.72
C 1.88 -1.77 -1.31
C 0.90 -2.15 -0.20
O -0.07 -1.09 -0.02
C -1.39 -1.34 -0.26
C -1.73 -2.09 -1.55
N -1.28 -1.33 -2.72
C -2.11 0.02 -0.17
C -3.50 -0.28 0.34
C -4.42 0.90 0.69
C -4.12 2.11 -0.19
C -5.26 3.12 -0.28
F -4.71 4.37 -0.17
F -6.13 3.01 0.73
C -6.01 3.22 -1.64
F -5.09 3.53 -2.56
F -6.88 4.20 -1.58
S -6.90 1.66 -2.26
F -6.99 1.09 -0.79
F -8.32 2.31 -2.10
F -6.82 2.18 -3.75
F -5.48 0.94 -2.44
F -7.57 0.33 -2.77
C -3.33 -1.43 1.39
C -4.43 -2.50 1.26
C -5.83 -2.01 1.54
N -6.65 -1.65 0.66
C -3.09 -1.02 2.86
F -2.96 -2.21 3.53
F -4.19 -0.43 3.33
C -1.84 -0.21 3.10
C -0.65 -0.85 3.50
C 0.54 -0.13 3.65
C 0.57 1.24 3.40
C -0.62 1.89 3.04
C -0.62 3.36 2.73
F -0.56 3.54 1.40
F -1.74 3.94 3.14
F 0.40 3.99 3.26
C -1.82 1.18 2.90
N -2.05 -2.09 0.92
H 4.52 2.73 0.47
H 5.45 1.92 -0.80
H 5.12 1.10 0.73
H 2.73 1.03 0.20
H 3.50 2.49 -2.08
H 4.76 -0.25 -1.47
H 3.29 0.06 -2.39
H 3.79 -1.98 -0.62
H 2.03 -2.59 -2.02
H 1.41 -0.97 -1.87
H 0.43 -3.13 -0.34
H 1.46 -2.20 0.72
H -2.80 -2.31 -1.59
H -1.22 -3.05 -1.57
H -2.01 -0.69 -3.01
H -1.18 -1.97 -3.49
H -1.49 0.60 0.51
H -2.04 0.54 -1.12
H -4.01 -0.77 -0.50
H -5.45 0.56 0.59
H -4.32 1.21 1.72
H -3.79 1.84 -1.18
H -3.28 2.64 0.25
H -4.18 -3.33 1.92
H -4.41 -2.88 0.24
H -6.13 -2.00 2.58
H -6.26 -1.74 -0.28
H -0.64 -1.91 3.70
H 1.43 -0.65 3.95
H 1.48 1.82 3.48
H -2.70 1.73 2.63
H -2.19 -3.06 0.62
H -1.31 -2.16 1.64
O 2.73 -1.74 -4.51
S 2.30 -1.53 -5.86
O 1.36 -2.44 -6.45
O 3.57 -1.39 -6.80
C 4.58 -2.43 -6.73
C 4.17 -3.68 -7.49
C 1.71 0.12 -6.04
H 4.81 -2.64 -5.69
H 5.46 -1.98 -7.18
H 3.34 -4.18 -7.01
H 5.01 -4.37 -7.53
H 3.87 -3.43 -8.51
H 2.44 0.80 -5.62
H 0.77 0.18 -5.49
H 1.54 0.31 -7.10
O 6.27 -0.70 4.32
S 5.17 -0.09 5.00
O 4.09 0.47 4.24
O 5.72 1.00 6.00
C 6.65 1.99 5.49
C 5.95 3.08 4.70
C 4.52 -1.19 6.20
H 7.41 1.49 4.90
H 7.13 2.41 6.37
H 5.53 2.69 3.77
H 6.66 3.87 4.45
H 5.13 3.51 5.28
H 5.33 -1.58 6.80
H 4.02 -2.00 5.66
H 3.80 -0.65 6.82
*
```


[2]
Entry from the OMol25 dataset: a structure of composition C30H50AuP2Se in a non-equilibrium geometry (ωB97M-V with the def2-TZVPD basis set).

- LUMO level (spin up / spin down) (eV) = -2.2 / -4.6
- calculated total energy (eV) = -119529.4440
- relative energy (zero: lowest compared OMol25 entry of this formula, charge and spin) (kcal/mol) = 0.00
- gap between HOMO and LUMO (spin up / spin down) (eV) = 7.557 / 5.049
- highest occupied orbital energy (spin up / spin down) (eV) = -9.72 / -9.62

Geometry as ORCA input:
```
! RIJCOSX wB97M-V def2-TZVPD def2/J DEFGRID3
* xyz 1 3
Au -0.47 -0.02 0.39
C 0.70 -1.53 -1.93
C -0.33 -0.82 -2.60
C 1.37 0.65 -2.15
C 1.80 -0.65 -1.77
C 0.09 0.54 -2.71
C 0.74 -2.98 -1.80
H -0.24 -3.36 -1.53
H 1.45 -3.30 -1.04
H 1.04 -3.43 -2.76
C 3.19 -1.02 -1.51
H 3.28 -2.08 -1.25
H 3.61 -0.41 -0.68
H 3.82 -0.84 -2.41
C 2.19 1.87 -2.17
H 2.58 2.04 -3.18
H 3.03 1.80 -1.47
H 1.58 2.73 -1.88
C -0.61 1.59 -3.46
H -0.37 1.56 -4.54
H -0.31 2.57 -3.09
H -1.68 1.48 -3.33
C -1.46 -1.45 -3.31
H -1.15 -1.94 -4.27
H -2.25 -0.73 -3.55
H -1.90 -2.23 -2.67
C -3.36 -0.90 1.02
C -3.26 -1.79 0.02
C -4.46 -2.24 -0.73
C -5.13 -1.22 -1.72
C -4.52 0.14 -1.80
C -4.66 1.03 -0.78
C -5.41 0.63 0.47
C -4.69 -0.35 1.44
H -5.25 -2.56 -0.04
H -6.21 -1.18 -1.46
H -4.18 -3.12 -1.34
H -5.39 -1.18 1.63
H -2.46 -0.56 1.58
H -2.27 -2.22 -0.25
H -4.56 0.19 2.40
H -5.59 1.55 1.05
H -4.26 2.04 -0.80
H -6.40 0.20 0.23
H -5.05 -1.68 -2.72
H -3.99 0.37 -2.72
P 0.73 -1.65 1.74
C 2.44 -2.28 1.60
H 2.71 -2.85 2.50
H 3.14 -1.45 1.51
H 2.55 -2.93 0.73
C 0.65 -1.01 3.45
H 1.09 -1.72 4.16
H -0.39 -0.84 3.70
H 1.20 -0.06 3.50
C -0.14 -3.25 1.86
H -1.17 -3.08 2.16
H 0.36 -3.89 2.59
H -0.11 -3.73 0.88
P -0.56 2.42 0.75
C -1.18 3.53 -0.57
H -1.78 4.35 -0.17
H -1.76 2.97 -1.29
H -0.31 3.97 -1.08
C -1.64 2.55 2.22
H -2.69 2.45 1.95
H -1.48 3.49 2.75
H -1.37 1.73 2.89
C 0.79 3.56 1.33
H 0.43 4.58 1.50
H 1.58 3.59 0.57
H 1.24 3.19 2.26
Se 2.46 1.03 1.31
C 4.32 0.90 1.52
C 5.27 1.29 0.55
C 6.61 1.15 0.85
C 7.01 0.63 2.10
C 6.06 0.23 3.05
C 4.71 0.37 2.77
H 4.90 1.69 -0.40
H 7.36 1.45 0.11
H 8.08 0.53 2.34
H 6.34 -0.19 4.02
H 3.93 0.08 3.48
*
```


[3]
Entry from the OMol25 dataset: a structure of composition C30H50BClN6PdSi2Te (ωB97M-V with the def2-TZVPD basis set).

- LUMO level (eV) = 4.2
- calculated total energy (eV) = -80592.1255
- gap between HOMO and LUMO (eV) = 4.301
- highest occupied orbital energy (eV) = -0.08

Geometry as ORCA input:
```
! RIJCOSX wB97M-V def2-TZVPD def2/J DEFGRID3
* xyz -2 1
Pd 0.69 0.86 -0.17
C 3.21 3.90 -1.12
C 3.23 3.55 0.33
C 3.93 4.16 1.40
C 3.55 3.45 2.51
C 3.95 3.63 3.94
N 2.69 2.49 2.11
N 2.49 2.55 0.77
B 1.95 1.46 2.99
N 2.34 0.00 2.56
N 2.60 -0.27 1.25
C 3.11 -1.48 1.20
C 3.53 -2.06 -0.11
C 3.21 -2.03 2.50
C 2.71 -1.05 3.33
C 2.56 -1.09 4.81
N 0.42 1.78 3.02
N -0.16 2.43 1.97
C -1.38 2.77 2.36
C -2.29 3.48 1.42
C -1.61 2.35 3.69
C -0.44 1.73 4.07
C -0.13 1.06 5.36
H 4.17 4.32 -1.44
H 2.43 4.63 -1.35
H 3.00 3.01 -1.71
H 4.61 5.00 1.37
H 4.66 4.46 4.00
H 4.43 2.74 4.34
H 3.10 3.86 4.58
H 2.36 1.59 4.13
H 3.28 -1.36 -0.90
H 3.02 -3.00 -0.32
H 4.61 -2.25 -0.13
H 3.58 -3.00 2.79
H 3.20 -1.87 5.22
H 1.53 -1.33 5.11
H 2.82 -0.15 5.28
H -1.77 3.67 0.49
H -2.63 4.44 1.83
H -3.17 2.87 1.19
H -2.51 2.46 4.28
H -0.84 1.37 6.12
H 0.88 1.30 5.71
H -0.19 -0.03 5.27
C 0.03 -6.48 -2.56
Si -0.64 -4.76 -2.16
C -2.05 -5.04 -0.95
C -1.35 -4.07 -3.75
C 0.63 -3.63 -1.47
Te -0.34 -1.62 -0.93
C 0.44 -0.92 -2.84
Si -0.41 0.54 -3.61
C 0.38 0.79 -5.31
C -2.19 0.10 -3.93
C -0.17 2.12 -2.66
H -0.76 -7.13 -2.95
H 0.45 -6.95 -1.67
H 0.83 -6.42 -3.31
H -2.73 -5.81 -1.32
H -2.61 -4.12 -0.80
H -1.66 -5.37 0.02
H -2.18 -4.69 -4.10
H -0.59 -4.04 -4.54
H -1.72 -3.06 -3.59
H 1.43 -3.41 -2.19
H 1.09 -4.02 -0.56
H 0.35 -1.78 -3.52
H 1.50 -0.72 -2.68
H 0.35 -0.13 -5.89
H 1.43 1.10 -5.22
H -0.15 1.57 -5.87
H -2.22 -0.68 -4.70
H -2.77 0.95 -4.29
H -2.67 -0.28 -3.03
H 0.48 2.81 -3.21
H 0.32 1.93 -1.65
H -1.12 2.63 -2.45
Cl -7.86 0.04 -1.73
C -6.19 0.16 -1.20
C -5.66 -0.81 -0.35
C -4.35 -0.72 0.08
C -3.47 0.34 -0.32
C -2.13 0.40 0.09
C -4.08 1.31 -1.19
C -5.39 1.21 -1.61
H -6.28 -1.64 -0.02
H -3.95 -1.48 0.74
H -1.89 -0.09 1.03
H -1.62 1.35 -0.06
H -3.47 2.14 -1.53
H -5.80 1.97 -2.27
*
```